Entry 1
Computed, not measured: 2 unconnected molecules or ions with the total composition C4H14N2, with the ωB97M-V functional and the def2-TZVPD basis.

The geometry in XYZ format:
```
20
Properties=species:S:1:pos:R:3
N -0.13 -1.25 5.26
N 1.10 1.43 -6.34
C 0.20 1.37 -5.16
C 0.90 0.89 -3.90
C -0.82 -0.01 4.84
C -1.01 -2.43 5.08
H -2.01 -2.17 4.66
H -1.12 0.47 5.86
H 1.28 2.34 -6.71
H -1.64 -0.05 4.08
H 0.85 -0.19 -3.89
H -0.14 2.42 -5.02
H -0.63 -3.20 4.38
H -0.61 0.62 -5.38
H -0.05 0.72 4.61
H 0.29 1.14 -3.06
H 2.10 1.04 -6.20
H 0.63 -1.25 4.68
H -1.16 -3.01 5.98
H 1.95 1.13 -3.78
```

Output
- Orbital gap: 10.168 eV
- Multiplicity: 1
- SMILES: CCN.CNC
- Net charge: 0
- HOMO energy: -9.00 eV
- E_LUMO: 1.17 eV


Entry 2
Computed, not measured: 2 unconnected molecules or ions with the total composition C4H14N2, with the ωB97M-V functional and the def2-TZVPD basis.

The geometry in XYZ format:
```
20
Properties=species:S:1:pos:R:3
N -3.88 -1.07 -2.40
N -2.28 0.73 -3.19
C 2.18 -0.73 1.52
C -2.68 -0.73 -3.12
C 2.00 0.64 2.18
C 3.08 0.87 3.28
H -3.79 -0.88 -1.41
H -2.70 -1.09 -4.15
H 3.24 -0.96 1.53
H -1.80 -1.23 -2.71
H 2.11 1.50 1.50
H 3.96 0.43 2.82
H -4.63 -0.47 -2.74
H 3.39 1.88 3.55
H 0.98 0.70 2.56
H 1.58 -1.50 2.02
H 2.87 0.28 4.18
H -3.07 1.13 -3.68
H -2.29 1.16 -2.27
H 1.73 -0.67 0.53
```

Output
- Orbital gap: 10.030 eV
- Multiplicity: 1
- SMILES: CCC.NCN
- Net charge: 0
- HOMO energy: -9.20 eV
- E_LUMO: 0.83 eV


Entry 3
Computed, not measured: 2 unconnected molecules or ions with the total composition C4H14N2, with the ωB97M-V functional and the def2-TZVPD basis.

The geometry in XYZ format:
```
20
Properties=species:S:1:pos:R:3
N 0.70 -1.09 2.03
N -0.26 0.54 3.65
C 0.98 -0.18 3.16
C -1.30 -0.41 -1.71
C 0.37 1.04 -2.98
C 0.18 -0.31 -2.20
H 0.87 -0.20 -1.37
H 0.40 -0.99 -3.03
H -0.87 -0.26 3.84
H -0.31 -1.29 2.02
H 0.33 0.96 -4.06
H -1.33 -1.20 -0.95
H 1.28 -0.74 4.03
H 1.66 0.63 2.84
H -1.92 -0.85 -2.51
H 1.27 1.56 -2.65
H -1.69 0.55 -1.37
H -0.39 1.81 -2.70
H 0.61 -0.55 1.16
H -0.56 0.99 2.79
```

Output
- Orbital gap: 10.153 eV
- Multiplicity: 1
- SMILES: CCC.NCN
- Net charge: 0
- HOMO energy: -9.36 eV
- E_LUMO: 0.80 eV


Most stable structure, least stable structure: entry 2, entry 1.


Entry 1
Computed, not measured: a single C3H4ClFO molecule, with the ωB97M-V functional and the def2-TZVPD basis.

The geometry in XYZ format:
```
10
Properties=species:S:1:pos:R:3
Cl 1.70 -0.45 -0.36
F -0.45 1.73 -0.37
O -1.94 -1.33 0.02
C -0.62 0.62 0.39
C -1.43 -0.32 -0.36
C 0.71 -0.01 0.99
H 1.09 0.76 1.73
H -1.23 0.98 1.21
H 0.47 -0.80 1.59
H -1.62 0.12 -1.40
```

Output
- Orbital gap: 10.954 eV
- Multiplicity: 1
- SMILES: O=C[C@H](F)CCl
- Net charge: 0
- HOMO energy: -10.39 eV
- E_LUMO: 0.57 eV


Entry 2
Computed, not measured: 2 unconnected molecules or ions with the total composition C3H4ClFO, with the ωB97M-V functional and the def2-TZVPD basis.

The geometry in XYZ format:
```
10
Properties=species:S:1:pos:R:3
Cl 3.21 0.32 0.36
F 0.29 1.22 -1.52
O -1.39 -1.27 -0.60
C 0.44 0.45 -0.46
C -0.27 0.57 0.79
C -0.18 -0.74 -0.04
H 0.48 -1.45 0.28
H 0.49 0.53 1.60
H -1.79 -0.67 -1.21
H -1.29 1.06 0.79
```

Output
- Orbital gap (spin up / spin down): 8.092 / 6.726 eV
- Multiplicity: 1
- Net charge: 0
- HOMO energy (spin up / spin down): -10.04 / -9.44 eV
- E_LUMO (spin up / spin down): -1.95 / -2.71 eV


Most stable structure, least stable structure: entry 1, entry 2.


Entry 1
Computed, not measured: a single C3H4ClFO molecule, with the ωB97M-V functional and the def2-TZVPD basis.

The geometry in XYZ format:
```
10
Properties=species:S:1:pos:R:3
Cl -2.05 -1.04 1.24
F 0.28 -1.68 0.53
O 1.44 0.32 -0.44
C 0.15 0.55 0.14
C 0.20 0.55 -1.34
C -0.18 -0.69 0.98
H 0.28 1.30 -2.00
H 0.04 -0.52 2.06
H -0.48 -0.41 -1.83
H 0.32 1.63 0.67
```

Output
- Orbital gap: 11.601 eV
- Multiplicity: 1
- SMILES: F[C@H](Cl)[C@@H]1CO1
- Net charge: 0
- HOMO energy: -10.64 eV
- E_LUMO: 0.96 eV


Entry 2
Computed, not measured: a molecular structure, C3H4ClFO, with the ωB97M-V functional and the def2-TZVPD basis.

The geometry in XYZ format:
```
10
Properties=species:S:1:pos:R:3
Cl 3.81 1.10 0.05
F 1.92 -0.29 -1.71
O 1.90 -0.77 0.57
C -0.50 0.07 -0.74
C 1.41 -0.04 -0.53
C 2.15 0.61 0.52
H -0.70 0.94 -0.30
H 1.79 1.14 1.49
H -0.57 0.12 -1.79
H -0.89 -0.83 -0.36
```

Output
- Orbital gap: 11.397 eV
- Multiplicity: 1
- Net charge: 0
- HOMO energy: -10.49 eV
- E_LUMO: 0.91 eV


Entry 3
Computed, not measured: a single C3H4ClFO molecule, with the ωB97M-V functional and the def2-TZVPD basis.

The geometry in XYZ format:
```
10
Properties=species:S:1:pos:R:3
Cl 2.16 -0.28 -0.11
F -2.28 -1.05 -0.20
O -0.04 1.70 -0.05
C -1.98 0.30 0.07
C -0.43 0.58 0.07
C 0.48 -0.63 0.30
H 0.50 -0.92 1.37
H 0.10 -1.49 -0.26
H -2.44 0.86 -0.80
H -2.39 0.53 1.10
```

Output
- Orbital gap: 11.067 eV
- Multiplicity: 1
- SMILES: O=C(CF)CCl
- Net charge: 0
- HOMO energy: -10.43 eV
- E_LUMO: 0.64 eV


Most stable structure, least stable structure: entry 3, entry 1.


Entry 1
Computed, not measured: 9 unconnected molecules or ions with the total composition C2H22O9, with the ωB97M-V functional and the def2-TZVPD basis.

The geometry in XYZ format:
```
33
Properties=species:S:1:pos:R:3
O 2.83 2.56 0.55
O 2.11 -0.34 -0.23
O 4.10 -0.42 2.36
O -0.44 -1.01 4.94
O -2.26 2.20 -0.52
O -0.99 -3.09 2.04
O -1.54 -2.79 -0.91
O -3.19 0.86 -2.83
O 0.44 3.28 -0.84
C -2.31 0.34 -3.83
C 0.96 -0.81 0.45
H -0.13 -1.92 4.84
H -0.32 -3.77 1.89
H -2.47 -2.55 -0.99
H -2.82 -0.36 -4.48
H 2.82 2.64 1.51
H 3.38 -0.98 2.05
H -4.09 0.61 -3.04
H -1.46 -0.10 -3.32
H -1.32 2.25 -0.72
H 0.93 -1.89 0.36
H 4.62 -0.26 1.57
H -0.03 -0.54 4.21
H 0.98 -0.64 1.54
H -1.19 -2.70 -1.80
H 2.26 0.58 0.03
H 3.74 2.34 0.32
H -1.31 -2.87 1.15
H -2.63 1.61 -1.21
H 0.05 -0.39 0.01
H -1.96 1.16 -4.46
H -0.05 3.88 -0.26
H 1.28 3.12 -0.39
```

Output
- Orbital gap: 10.384 eV
- Multiplicity: 1
- SMILES: CO.CO.O.O.O.O.O.O.O
- Net charge: 0
- HOMO energy: -10.28 eV
- E_LUMO: 0.11 eV


Entry 2
Computed, not measured: 9 unconnected molecules or ions with the total composition C2H22O9, with the ωB97M-V functional and the def2-TZVPD basis.

The geometry in XYZ format:
```
33
Properties=species:S:1:pos:R:3
O -7.53 -2.66 7.10
O -5.80 -5.43 10.21
O -5.29 -8.07 10.92
O -5.22 -8.35 8.24
O -4.92 -2.25 9.54
O -8.09 -7.51 12.53
O -4.58 -4.69 12.74
O -4.41 -5.63 6.48
O -9.33 -4.50 6.29
C -8.03 -4.69 9.92
C -6.83 -5.30 9.21
H -5.59 -8.24 7.36
H -5.31 -3.10 9.74
H -4.38 -8.23 11.18
H -4.53 -2.35 8.68
H -4.07 -6.03 7.28
H -5.09 -4.83 11.95
H -5.28 -8.18 9.97
H -4.29 -8.14 8.13
H -7.10 -6.27 8.81
H -10.03 -4.02 5.85
H -5.54 -6.35 10.32
H -6.75 -2.87 6.58
H -6.51 -4.82 8.28
H -8.18 -3.31 6.83
H -8.91 -7.95 12.33
H -9.75 -5.31 6.58
H -7.43 -7.98 12.02
H -7.67 -3.80 10.44
H -3.95 -6.07 5.77
H -8.29 -5.43 10.67
H -8.89 -4.43 9.30
H -4.47 -5.57 13.11
```

Output
- Orbital gap: 9.736 eV
- Multiplicity: 1
- SMILES: CCO.O.O.O.O.O.O.O.O
- Net charge: 0
- HOMO energy: -10.18 eV
- E_LUMO: -0.44 eV


Most stable structure, least stable structure: entry 2, entry 1.


Entry 1
Computed, not measured: a gas-phase ion, C4H6NO3 (charge -1), with the ωB97M-V functional and the def2-TZVPD basis.

The geometry in XYZ format:
```
14
Properties=species:S:1:pos:R:3
O -1.36 -0.84 2.40
O -0.96 -2.15 0.52
O 1.28 1.86 -1.68
N 0.24 0.32 -0.26
C 1.24 1.15 -0.67
C -0.77 0.11 -1.23
C -0.93 -1.23 1.33
C 0.40 -0.27 0.99
H -1.18 -0.90 -1.16
H 2.10 1.31 0.16
H 0.38 0.49 1.77
H -0.28 0.13 -2.27
H 1.36 -0.84 1.17
H -1.52 0.86 -1.07
```

Output
- Orbital gap: 7.911 eV
- Multiplicity: 1
- SMILES: CN(C=O)CC(=O)[O-]
- Net charge: -1
- HOMO energy: -4.03 eV
- E_LUMO: 3.88 eV


Entry 2
Computed, not measured: a gas-phase ion, C4H6NO3 (charge -1), with the ωB97M-V functional and the def2-TZVPD basis.

The geometry in XYZ format:
```
14
Properties=species:S:1:pos:R:3
O 2.35 -1.42 -1.41
O 0.47 0.87 2.43
O -0.61 -1.04 1.88
N -1.69 0.87 -0.15
C -0.13 0.09 1.66
C 0.24 -0.50 -0.79
C 1.74 -0.47 -0.99
C -0.28 0.56 0.16
H -0.30 -0.43 -1.74
H 0.31 1.47 0.00
H -2.23 0.95 0.71
H -2.07 0.05 -0.61
H -0.03 -1.49 -0.43
H 2.23 0.48 -0.72
```

Output
- Orbital gap: 8.096 eV
- Multiplicity: 1
- SMILES: N[C@H](CC=O)C(=O)[O-]
- Net charge: -1
- HOMO energy: -4.24 eV
- E_LUMO: 3.85 eV


Most stable structure, least stable structure: entry 2, entry 1.


Entry 1
Computed, not measured: 2 unconnected molecules or ions with the total composition C5H9N3S, with the ωB97M-V functional and the def2-TZVPD basis.

The geometry in XYZ format:
```
18
Properties=species:S:1:pos:R:3
S 5.10 -0.38 -0.36
N -2.05 -2.80 0.08
N 0.11 1.38 0.64
N 2.87 0.83 0.68
C -1.77 0.65 -0.80
C -1.16 -1.95 0.18
C -0.22 -1.06 0.23
C 3.79 0.30 0.14
C -0.31 0.36 -0.34
H -0.30 1.32 1.56
H -2.17 1.22 -0.06
H 0.09 2.23 0.13
H -2.41 -3.23 0.90
H 0.18 0.57 -1.28
H -1.84 1.27 -1.74
H 1.76 1.06 0.76
H -2.48 -0.16 -0.93
H 0.81 -1.61 0.22
```

Output
- Orbital gap: 9.251 eV
- Multiplicity: 1
- SMILES: C[C@@H](N)C=C=N.N=C=S
- Net charge: 0
- HOMO energy: -8.73 eV
- E_LUMO: 0.52 eV


Entry 2
Computed, not measured: a molecular structure, C5H9N3S, with the ωB97M-V functional and the def2-TZVPD basis.

The geometry in XYZ format:
```
18
Properties=species:S:1:pos:R:3
S -2.30 -1.85 -1.16
N -2.08 -0.53 0.98
N 0.29 0.06 -0.31
N -3.65 -1.73 -0.17
C 2.28 0.43 -1.42
C -3.34 -1.16 0.92
C -1.39 -0.94 -0.10
C 1.03 -0.47 -1.33
C -1.46 0.31 1.91
H 2.74 0.19 -0.41
H -0.44 0.36 1.73
H -4.16 -1.21 1.61
H 0.30 -0.44 -2.21
H 1.57 -1.55 -1.23
H -1.79 1.47 1.78
H 2.69 0.25 -2.37
H -1.76 -0.14 2.88
H 1.76 1.40 -1.48
```

Output
- Orbital gap (spin up / spin down): 7.496 / 7.498 eV
- Multiplicity: 1
- Net charge: 0
- HOMO energy (spin up / spin down): -7.05 / -7.05 eV
- E_LUMO (spin up / spin down): 0.45 / 0.45 eV


Entry 3
Computed, not measured: 2 unconnected molecules or ions with the total composition C5H9N3S, with the ωB97M-V functional and the def2-TZVPD basis.

The geometry in XYZ format:
```
18
Properties=species:S:1:pos:R:3
S -1.83 -1.33 -0.68
N 1.52 -0.01 0.60
N 2.68 0.54 0.66
N -2.31 1.14 -1.10
C -1.31 0.30 -0.86
C 1.21 -1.11 1.48
C -3.52 0.43 -1.29
C 2.99 1.64 -0.02
C -3.44 -0.92 -1.15
H 1.97 -1.27 2.28
H -4.10 -1.58 -1.54
H 3.31 0.26 1.46
H -4.48 0.96 -1.41
H -0.26 0.35 -0.59
H 0.19 -1.13 1.84
H 1.09 -2.17 0.99
H 3.92 2.16 0.20
H 2.38 1.73 -0.87
```

Output
- Orbital gap: 8.500 eV
- Multiplicity: 1
- Net charge: 0
- HOMO energy: -7.71 eV
- E_LUMO: 0.79 eV


Most stable structure, least stable structure: entry 1, entry 2.